13
Properties=species:S:1:pos:R:3:mulliken_charge:R:1 method="wB97M-V/def2-TZVPD" homo_lumo_gap_ha="0.2671 / 0.2671" lumo_ha="-0.0631 / -0.0630" de_lowest_kj_mol=514.23 smiles="N=S1(=N)C=CCS1" fmax_ev_per_a=4.0
N -0.92 -1.43 1.79 -0.59
S -0.79 -1.05 0.29 0.54
N -2.08 -1.46 -0.46 -0.60
C -0.71 0.72 -0.39 -0.47
C 0.41 1.26 -0.68 -0.10
C 1.78 0.70 -0.35 -0.30
S 1.80 -0.86 0.41 -0.31
H -0.02 -1.37 2.16 0.31
H -2.67 -2.12 0.12 0.27
H -1.65 1.23 -0.72 0.34
H 0.27 2.19 -1.14 0.35
H 2.34 0.88 -1.39 0.25
H 2.25 1.30 0.35 0.31

13
Properties=species:S:1:pos:R:3:mulliken_charge:R:1 method="wB97M-V/def2-TZVPD" homo_lumo_gap_ha=0.3210 lumo_ha=0.0236 de_lowest_kj_mol=348.66 fmax_ev_per_a=1.2
C -1.86 0.39 -0.05 0.35
C 2.19 -0.59 -0.41 -0.17
C -2.70 -0.76 -0.18 -0.76
C 2.52 0.83 -0.07 -0.77
N -1.18 1.30 0.09 -0.37
O 1.24 -1.09 0.29 -0.19
H -2.97 -0.91 -1.22 0.26
H -3.60 -0.62 0.42 0.28
H -2.17 -1.64 0.18 0.26
H 3.51 1.11 -0.41 0.28
H 2.40 1.05 1.00 0.30
H 1.79 1.44 -0.62 0.29
H 0.84 -0.50 0.98 0.25